Here is a gas-phase ion, C6H10N (charge +1) at a distorted geometry from the Open Molecules 2025 dataset. Energies are from ωB97M-V/def2-TZVPD.

```
17
Properties=species:S:1:pos:R:3
C -2.72 -0.58 -1.09
C -2.39 -0.32 0.06
C -0.30 0.72 0.52
C -1.74 0.53 1.14
C 1.72 -0.67 -1.04
C 1.89 0.25 0.09
N 0.68 0.19 0.99
H -3.33 -1.01 -1.78
H -1.65 -0.25 1.92
H -0.16 1.10 -0.47
H -2.28 1.37 1.48
H 0.87 -1.31 -0.86
H 1.47 -0.02 -1.91
H 2.46 -1.28 -1.42
H 1.94 1.41 -0.16
H 2.86 0.12 0.57
H 0.67 -0.23 1.95
```

## Properties
- Net charge: +1
- Calculated total energy: -7863.6264 eV
- Highest occupied orbital energy: -0.531 Ha
- Relative energy (zero: lowest compared OMol25 entry of this formula, charge and spin): 262.6 kJ/mol
- HOMO-LUMO gap: 9.95 eV
- SMILES string: C#CC/C=[NH+]/CC

***

Here is a molecular structure, C33H57FN2O2SiSm at a distorted geometry from the Open Molecules 2025 dataset. Energies are from ωB97M-V/def2-TZVPD.

```
97
Properties=species:S:1:pos:R:3
O 0.46 0.24 2.16
O 3.18 3.78 1.28
C -0.37 1.33 2.73
C -0.88 0.95 4.11
H -1.19 1.47 2.02
H 0.27 2.23 2.73
H -1.52 0.07 4.06
H -1.47 1.77 4.53
H -0.05 0.74 4.79
C 1.73 -0.06 2.88
C 2.39 1.17 3.46
H 2.38 -0.58 2.15
H 1.48 -0.78 3.67
H 2.54 1.97 2.73
H 3.37 0.90 3.86
H 1.78 1.56 4.29
C 3.88 2.87 0.41
C 2.52 4.90 0.62
C 5.22 2.51 1.03
H 4.03 3.28 -0.60
H 3.27 1.95 0.33
H 5.83 3.40 1.28
H 5.81 1.89 0.35
H 5.11 1.95 1.96
C 3.45 6.11 0.70
H 1.58 5.11 1.17
H 2.25 4.70 -0.43
H 3.83 6.23 1.72
H 2.91 7.02 0.42
H 4.31 5.97 0.03
H 0.58 3.63 -1.54
N -2.14 -1.83 0.43
C -2.78 -2.12 -0.71
C -2.14 -2.16 -1.96
C -0.76 -2.22 -2.19
C -4.25 -2.41 -0.67
H -4.83 -1.56 -0.30
H -4.47 -3.27 -0.03
H -4.59 -2.64 -1.68
C -0.28 -2.42 -3.59
H 0.02 -3.47 -3.75
H 0.58 -1.78 -3.80
H -1.08 -2.19 -4.29
N 0.16 -2.21 -1.21
C -2.89 -1.76 1.67
C -3.62 -0.59 1.97
C -3.68 0.54 1.00
C -4.31 -0.54 3.18
H -4.87 0.36 3.42
C -4.29 -1.63 4.06
H -4.82 -1.57 5.01
C -3.62 -2.80 3.72
H -3.62 -3.67 4.39
C -2.94 -2.90 2.50
C -2.29 -4.18 2.08
C 1.45 -2.81 -1.44
C 2.51 -2.02 -1.92
C 2.31 -0.58 -2.28
C 3.74 -2.62 -2.15
H 4.56 -2.01 -2.53
C 3.91 -3.99 -1.94
H 4.88 -4.46 -2.10
C 2.83 -4.78 -1.55
H 2.93 -5.87 -1.42
C 1.58 -4.22 -1.32
C 0.39 -5.07 -1.01
Sm 0.10 -1.65 1.03
H -2.74 1.11 0.97
H -4.48 1.23 1.30
H -3.89 0.21 -0.02
H -2.44 -4.40 1.01
H -2.72 -5.02 2.65
H -1.20 -4.18 2.28
H 2.96 0.07 -1.68
H 1.28 -0.24 -2.13
H 2.56 -0.41 -3.34
H 0.03 -4.94 0.02
H 0.66 -6.12 -1.12
H -0.45 -4.88 -1.69
H -2.78 -2.24 -2.83
C 0.00 2.73 -1.39
Si -1.13 2.81 -2.88
H -0.53 2.81 -0.43
H 0.66 1.85 -1.35
C -2.22 4.33 -2.63
C -2.21 1.29 -2.93
C -0.09 2.82 -4.45
H 0.96 3.06 -4.26
H -0.47 3.54 -5.18
H -0.11 1.83 -4.94
H -2.97 4.12 -1.86
H -2.76 4.61 -3.54
H -1.64 5.20 -2.29
H -2.53 0.98 -1.93
H -1.68 0.46 -3.40
H -3.10 1.54 -3.54
F 0.65 -3.35 2.13
```

## Properties
- 2S+1: 6
- Net charge: +1
- Calculated total energy: -70718.3071 eV
- Highest occupied orbital energy (spin up / spin down): -0.393 / -0.394 Ha
- <S²>: 8.7600
- HOMO-LUMO gap (spin up / spin down): 7.69 / 8.23 eV

***

- Which of these has the lowest calculated total energy?
  C33H57FN2O2SiSm